Here is a 6-piece molecular cluster, C35H88I2N5O10P2 overall from OMol25. Energies are from wB97M-V/def2-TZVPD.

Summary:
Total charge   -1
Multiplicity   1
Gap between HOMO and LUMO   5.351 eV

Each line ends with the Mulliken charge.
Element x y z (Å)
C 4.3464 2.6351 3.2607  -1.1815
C 3.2621 3.6473 2.9876  0.6830
I 3.8229 5.5966 3.6453  -0.0959
C 2.0871 3.5110 2.3957  -0.7811
I 1.6797 1.5639 1.6928  -0.2327
P 0.6474 4.8588 1.9753  0.0776
P -1.0719 3.7283 3.0871  -0.1873
C -0.3662 2.6936 4.4544  -0.8797
C -1.9078 2.5348 1.9427  -0.8276
H 3.9280 1.7849 3.8073  0.2880
H 4.7667 2.2503 2.3276  0.1955
H 5.1579 3.0631 3.8464  0.4329
H 0.3776 4.1143 0.7375  -0.2693
H -0.3632 5.8623 1.6786  0.0804
H 0.9082 5.4346 3.2883  -0.0209
H 1.6918 5.6530 1.3456  0.0072
H -0.4107 1.6195 4.2522  0.2393
H -0.8828 2.9016 5.3921  0.3915
H 0.6892 2.9634 4.5798  0.2401
H -2.0139 1.5681 2.4473  0.1798
H -1.3341 2.3710 1.0224  0.2487
H -2.9044 2.8944 1.6801  0.4428
C -3.7635 -1.5087 0.4713  -0.7993
O -3.2168 -2.7390 0.0415  -0.2545
C -3.2085 -2.9397 -1.3652  -0.9515
C -1.8065 -2.8756 -1.9271  0.1463
N -1.2812 -1.5216 -1.8978  -0.1712
C 0.1369 -1.4084 -2.2131  -0.7503
C 1.1289 -2.1148 -1.2940  -0.1141
O 1.2373 -1.5458 -0.0085  -0.3003
C 0.2370 -1.8855 0.9286  -0.2567
H -3.8577 -1.5617 1.5550  0.1504
H -3.1261 -0.6527 0.2252  0.3464
H -4.7545 -1.3393 0.0371  0.3840
H -3.8582 -2.2104 -1.8608  0.4699
H -3.6163 -3.9381 -1.5486  0.3680
H -1.8323 -3.2127 -2.9703  0.3398
H -1.2005 -3.6022 -1.3701  -0.0581
H -1.4525 -1.1069 -0.9912  -0.0647
H 0.3953 -0.3471 -2.2255  0.3798
H 0.2893 -1.7895 -3.2301  0.4277
H 2.1218 -2.0200 -1.7409  0.3699
H 0.9080 -3.1891 -1.2148  -0.0896
H -0.1318 -2.9058 0.7726  0.0066
H -0.6151 -1.1993 0.8993  0.0901
H 0.6859 -1.8093 1.9187  0.3342
C 4.7063 3.4297 -3.3492  -0.5560
O 5.5476 2.3512 -3.7096  -0.3427
C 6.9033 2.6817 -3.9663  -0.8107
C 7.7880 2.2042 -2.8310  -0.1968
N 7.5302 2.9894 -1.6382  -0.2625
C 8.0948 2.4946 -0.3919  -0.8105
C 7.6290 1.1311 0.1122  -0.4884
O 6.2521 1.0946 0.4238  -0.3366
C 5.4191 0.6850 -0.6467  -0.5421
H 3.6873 3.0484 -3.3281  0.1598
H 4.9409 3.8354 -2.3594  0.3083
H 4.7614 4.2456 -4.0757  0.2815
H 7.0155 3.7629 -4.1022  0.3661
H 7.1977 2.1826 -4.8937  0.4169
H 8.8400 2.3236 -3.1145  0.4276
H 7.6031 1.1273 -2.7043  0.1927
H 6.5313 3.0833 -1.5137  -0.0507
H 7.8414 3.2249 0.3802  0.4083
H 9.1883 2.4809 -0.4724  0.4122
H 8.1711 0.9280 1.0401  0.3554
H 7.8689 0.3230 -0.5921  0.3383
H 5.8916 -0.1290 -1.2074  0.2698
H 5.1887 1.4967 -1.3401  0.2220
H 4.4751 0.3369 -0.2311  0.1898
C -5.4662 -3.1145 6.2576  -0.6311
O -6.1662 -1.9789 6.7139  -0.3631
C -5.3537 -0.8345 6.9568  -0.7572
C -5.6170 0.2598 5.9475  -0.3286
N -5.1642 -0.1311 4.6258  -0.1331
C -5.4938 0.7929 3.5494  -0.2014
C -6.9621 1.0611 3.2504  -0.6370
O -7.6650 -0.0486 2.7143  -0.4221
C -8.1811 -0.9577 3.6617  -0.5678
H -6.1650 -3.9496 6.2746  0.2410
H -5.0839 -2.9959 5.2373  0.2227
H -4.6181 -3.3505 6.9092  0.3500
H -4.2962 -1.1161 6.9367  0.4081
H -5.5930 -0.4634 7.9568  0.3872
H -5.0628 1.1519 6.2577  0.3787
H -6.6877 0.5101 5.9925  0.1964
H -5.5257 -1.0503 4.4071  0.0458
H -5.0335 0.4048 2.6373  -0.1313
H -5.0059 1.7509 3.7574  0.4331
H -7.0017 1.8366 2.4822  0.3822
H -7.4954 1.4479 4.1285  0.3903
H -8.4986 -0.4451 4.5759  0.2797
H -7.4628 -1.7344 3.9424  0.1916
H -9.0480 -1.4414 3.2111  0.2825
C -2.2215 -6.4740 -0.6409  -0.8110
O -0.8717 -6.1278 -0.8723  -0.3122
C -0.0620 -6.0704 0.2964  -0.4922
C 0.9388 -7.2038 0.3298  -0.3489
N 0.2818 -8.4885 0.5054  -0.2888
C 1.1451 -9.6521 0.3721  -0.7198
C 1.8506 -9.8823 -0.9601  -0.4567
O 0.9842 -10.2176 -2.0288  -0.4374
C 0.4023 -9.1235 -2.7091  -0.4827
H -2.7622 -6.2911 -1.5687  0.2157
H -2.3414 -7.5316 -0.3778  0.3487
H -2.6652 -5.8610 0.1498  0.3788
H -0.6923 -6.0822 1.1910  0.4094
H 0.4855 -5.1243 0.2786  0.1981
H 1.6203 -7.0378 1.1709  0.3650
H 1.5381 -7.1418 -0.5897  0.1644
H -0.4873 -8.5612 -0.1476  0.0894
H 0.5435 -10.5394 0.5843  0.3790
H 1.9146 -9.5969 1.1507  0.3988
H 2.5155 -10.7405 -0.8344  0.3518
H 2.4747 -9.0257 -1.2441  0.3371
H 1.0873 -8.2710 -2.7533  0.2689
H -0.5305 -8.7850 -2.2487  0.1288
H 0.1839 -9.4522 -3.7247  0.3221
C -2.4883 5.5518 -2.3974  -0.7377
O -2.0663 4.5894 -3.3398  -0.2491
C -2.3576 4.8864 -4.6948  -0.8662
C -1.0909 5.1692 -5.4729  -0.1529
N -0.4858 6.4231 -5.0580  -0.2860
C 0.8473 6.6713 -5.5882  -1.0231
C 1.9645 5.7059 -5.2034  -0.3336
O 2.3419 5.7698 -3.8438  -0.3899
C 1.5203 5.0411 -2.9444  -0.6187
H -2.3451 5.1158 -1.4110  0.2262
H -1.9117 6.4821 -2.4561  0.2965
H -3.5476 5.7986 -2.5282  0.3450
H -3.0454 5.7365 -4.7624  0.3958
H -2.8489 4.0108 -5.1289  0.3775
H -1.3390 5.2370 -6.5383  0.3734
H -0.4314 4.2988 -5.3477  0.1587
H -0.4565 6.4634 -4.0478  0.1057
H 1.1547 7.6702 -5.2688  0.3752
H 0.7799 6.6930 -6.6824  0.4341
H 2.8534 5.9903 -5.7734  0.3989
H 1.7214 4.6706 -5.4768  0.3581
H 1.1194 4.1354 -3.4093  0.2561
H 0.6900 5.6478 -2.5750  0.2794
H 2.1355 4.7609 -2.0906  0.2684

Forces on atoms 1 to 3 (eV/Å):
C -0.0791 -0.0436 -0.0010
C 0.0507 -0.0936 -0.0286
I -0.0158 0.1250 0.0134